Run i
The following is a DFT calculation (wB97M-V/def2-TZVPD) of a cluster of 3 separate species, C5H10 in total.

XYZ file:
```
15
Properties=species:S:1:pos:R:3:nbo_charge:R:1
C 2.0305 -0.0835 0.7124 -0.4003
C 1.4549 -1.1913 0.2620 -0.3835
C -1.3440 -0.7096 -0.8828 -0.1855
C -1.6000 0.5435 -1.0684 -0.1825
C -1.8185 0.0389 0.3283 -0.4340
H 1.8544 0.2848 1.7195 0.1974
H 2.6952 0.5094 0.0887 0.1971
H 0.7279 1.7928 0.0591 0.0032
H 1.6287 -1.5507 -0.7484 0.1936
H 0.7805 -1.7794 0.8793 0.1974
H -1.0015 -1.6606 -1.2645 0.2237
H -1.6250 1.4107 -1.7131 0.2250
H 0.1600 2.2047 -0.1871 -0.0041
H -1.1048 0.3017 1.1200 0.1759
H -2.8383 -0.1115 0.6949 0.1766
```

Its structure (SMILES) is C1=CC1.[H][H].C=C. As for the HOMO energy: -9.35 eV.



Run ii
The following is a DFT calculation (wB97M-V/def2-TZVPD) of an isolated molecule of C5H10.

XYZ file:
```
15
Properties=species:S:1:pos:R:3:nbo_charge:R:1
C -0.0726 -1.8030 0.4575 -0.6078
C 0.4429 -0.3997 0.1742 -0.2070
C 0.0979 0.2638 -1.1768 -0.3992
C -0.0634 1.6084 -0.4391 -0.3995
C -0.2159 0.8113 0.8787 -0.3981
H -1.1588 -1.8535 0.3449 0.2011
H 0.3881 -2.5490 -0.2013 0.2095
H 0.1518 -2.1110 1.4798 0.2085
H 1.5326 -0.3279 0.3445 0.1937
H 0.8530 0.1934 -1.9795 0.2028
H -0.8740 -0.0995 -1.5525 0.1963
H -0.9166 2.2239 -0.7610 0.2014
H 0.8402 2.2275 -0.4442 0.2003
H -1.2779 0.6021 1.1064 0.1951
H 0.2728 1.2130 1.7685 0.2029
```

Its structure (SMILES) is CC1CCC1. As for the HOMO energy: -10.57 eV.



Run iii
The following is a DFT calculation (wB97M-V/def2-TZVPD) of a cluster of 2 separate species, C5H10 in total.

XYZ file:
```
15
Properties=species:S:1:pos:R:3:nbo_charge:R:1
C 1.4172 1.0072 -0.1038 -0.1676
C 1.7549 -0.1112 -0.7404 -0.4123
C -1.6160 -1.7106 0.0141 -0.3916
C -1.2485 -1.2038 1.1852 -0.3878
C 0.1270 1.7487 -0.2965 -0.6519
H 2.1176 1.4372 0.6137 0.1934
H 0.3107 2.7554 -0.6919 0.2184
H 1.0898 -0.5700 -1.4708 0.1864
H 2.7065 -0.6058 -0.5654 0.2006
H -2.6219 -2.0839 -0.1630 0.1933
H -0.9187 -1.7753 -0.8185 0.1904
H -0.2379 -0.8343 1.3455 0.2022
H -1.9392 -1.1402 2.0228 0.1923
H -0.4044 1.8678 0.6555 0.2188
H -0.5372 1.2188 -0.9863 0.2154
```

Its structure (SMILES) is C=CC.C=C. As for the HOMO energy: -9.69 eV.



Run iv
The following is a DFT calculation (wB97M-V/def2-TZVPD) of an isolated molecule of C5H10.

XYZ file:
```
15
Properties=species:S:1:pos:R:3:nbo_charge:R:1
C -0.1162 1.6141 0.2640 -0.6015
C -0.8895 0.3064 0.2892 -0.2525
C -0.9372 -0.4069 -1.0004 -0.4015
C -0.2042 -1.0196 0.4372 -0.2961
C 1.3151 -1.0237 0.4171 -0.6427
H 0.7957 1.5552 -0.3389 0.2069
H 0.1579 1.9496 1.2671 0.2103
H -0.7512 2.3843 -0.1898 0.2150
H -1.8443 0.4066 0.8003 0.2071
H -1.9231 -0.7669 -1.3136 0.2218
H -0.2517 -0.1613 -1.7970 0.2129
H -0.6768 -1.7235 -0.3439 0.2954
H 1.6972 -2.0359 0.2591 0.2170
H 1.7641 -0.3620 -0.3354 0.1872
H 1.7004 -0.6949 1.3936 0.2207
```

Its structure (SMILES) is C[C@@H]1C[C@@H]1C. As for the HOMO energy: -7.93 eV.



run i is the least stable structure shown above.